(1)
A 2-piece molecular cluster, C27H45ClN2O4PS3 overall, computed with ωB97M-V/def2-TZVPD.

Gap between HOMO and LUMO, eV: 6.206
LUMO energy, eV: 1.99
Net charge: -1

Atoms and positions in Å:
1 C 3.56513 -1.50578 1.60776
2 C 4.87066 -0.89428 1.09985
3 C 4.64680 0.03894 -0.09240
4 C 3.89710 1.33375 0.26848
5 O 2.94873 1.68818 -0.69001
6 P 1.29827 1.90009 -0.12374
7 C -0.50752 1.98949 0.54505
8 N -0.55896 2.20041 2.01590
9 C 0.71797 0.98621 -1.70689
10 C 0.91912 -0.52113 -1.60791
11 C 1.01058 -1.24513 -2.96988
12 S -0.16325 -2.64777 -3.08950
13 C -1.28063 -2.02086 -4.33087
14 S -0.76357 -1.68292 -5.84125
15 N -2.61068 -1.78423 -3.95903
16 C -3.07337 -2.28620 -2.70404
17 C -3.62671 -1.47172 -1.72726
18 C -4.05460 -2.02803 -0.53116
19 C -3.94131 -3.39043 -0.29661
20 C -3.40479 -4.20495 -1.28503
21 C -2.98846 -3.65860 -2.48407
22 C -3.12618 -0.49566 -4.34563
23 C -2.43845 0.66077 -4.03245
24 C -2.97469 1.89164 -4.36917
25 C -4.20164 1.96388 -5.01864
26 C -4.88295 0.80116 -5.33469
27 C -4.34681 -0.43253 -4.99984
28 C 1.02455 3.64101 -1.04097
29 Cl 2.28983 4.16163 -2.23644
30 C 0.87705 4.76186 -0.01866
31 C 0.14085 5.99352 -0.55264
32 H 3.17826 -2.23258 0.88999
33 H 2.80511 -0.74000 1.76611
34 H 3.71816 -2.01142 2.56314
35 H 5.54049 -1.70976 0.80755
36 H 5.36536 -0.33478 1.90057
37 H 4.07822 -0.48178 -0.86960
38 H 5.61179 0.29729 -0.54057
39 H 4.63438 2.14537 0.34895
40 H 3.42721 1.23041 1.25738
41 H 1.78846 2.62187 1.03163
42 H 1.40357 0.62845 0.62346
43 H -1.09529 2.76728 0.04751
44 H -0.97316 1.02754 0.29946
45 H -1.32801 2.81781 2.24870
46 H -0.79237 1.31992 2.45556
47 H 1.29738 1.37907 -2.54755
48 H -0.34023 1.20920 -1.87331
49 H 1.81741 -0.73424 -1.02629
50 H 0.07586 -0.95377 -1.06100
51 H 1.99200 -1.70197 -3.09673
52 H 0.84417 -0.57009 -3.80674
53 H -3.71221 -0.40241 -1.86716
54 H -4.47473 -1.37527 0.22473
55 H -4.27593 -3.79776 0.64858
56 H -3.30327 -5.27194 -1.12604
57 H -2.57939 -4.29978 -3.25486
58 H -1.48296 0.61154 -3.52465
59 H -2.43456 2.79340 -4.11133
60 H -4.62095 2.92834 -5.27483
61 H -5.83372 0.84775 -5.85012
62 H -4.86556 -1.35198 -5.23684
63 H 0.11414 3.55511 -1.64123
64 H 0.35931 4.35903 0.85425
65 H 1.88406 5.04733 0.29498
66 H 0.44297 6.19259 -1.58357
67 H -0.93999 5.82349 -0.55465
68 H 0.33824 6.88688 0.04298
69 O -0.02273 -3.06440 4.42113
70 S 0.85101 -2.02536 4.87958
71 O 2.26684 -2.21133 4.80639
72 O 0.45463 -1.68367 6.38949
73 C 0.39440 -2.78378 7.31883
74 C 1.76159 -3.27707 7.74641
75 C 0.41284 -0.48362 4.16298
76 H -0.20436 -3.58400 6.88051
77 H -0.15372 -2.38245 8.16941
78 H 2.30290 -3.72380 6.91483
79 H 1.64660 -4.02830 8.52917
80 H 2.36142 -2.45299 8.13235
81 H -0.65954 -0.34548 4.27044
82 H 0.69561 -0.52338 3.11012
83 H 0.96618 0.30711 4.66160

Atomic forces in eV per Å
0.23 -0.02 0.27
-0.23 0.03 -0.20
0.06 -0.03 -0.03
0.13 0.18 -0.17
-0.08 -0.13 0.00
-0.24 0.09 -0.32
0.09 0.05 0.18
-0.23 -0.06 -0.13
0.30 -0.13 0.04
-0.39 -0.07 -0.14
0.33 0.01 0.22
-0.19 -0.08 0.08
-0.32 0.00 -0.22
0.06 0.12 -0.09
0.83 0.37 0.68
-0.18 -0.28 -0.21
0.01 0.13 0.08
-0.04 -0.04 0.05
-0.05 0.13 0.02
0.00 -0.05 0.10
-0.02 -0.02 -0.02
-0.51 -0.36 -0.46
0.19 0.21 0.08
-0.08 0.04 -0.01
0.11 0.13 0.04
-0.11 -0.08 -0.05
0.05 -0.04 0.10
0.05 -0.14 0.36
-0.04 -0.03 -0.17
0.08 0.12 -0.28
-0.07 -0.16 -0.10
-0.07 0.05 -0.01
-0.02 -0.02 -0.10
-0.04 -0.09 -0.05
0.10 0.09 0.06
0.00 -0.05 0.04
-0.05 0.02 0.06
-0.03 -0.04 -0.04
0.00 0.02 0.15
-0.02 0.00 0.04
-0.02 -0.02 0.05
0.03 -0.05 0.09
-0.04 0.00 0.02
0.00 0.02 -0.13
0.03 0.05 0.03
0.08 0.00 0.07
-0.03 0.10 0.06
-0.02 0.08 -0.08
0.02 0.02 0.01
0.13 -0.01 0.16
0.03 0.10 -0.11
-0.06 -0.13 -0.05
0.04 -0.03 -0.11
0.02 -0.05 0.01
0.04 -0.08 -0.03
-0.03 0.04 0.02
0.00 0.04 -0.05
0.00 -0.06 0.00
0.00 0.01 -0.01
0.00 0.00 -0.02
-0.01 0.02 0.00
0.01 -0.01 -0.02
0.03 0.02 -0.02
0.10 0.05 0.10
-0.05 -0.08 0.15
0.05 0.09 0.07
0.00 0.01 -0.02
-0.02 0.01 0.03
0.04 -0.07 -0.05
-0.05 0.12 0.08
0.02 -0.08 -0.04
0.05 0.15 -0.01
-0.08 -0.20 0.15
0.06 0.05 -0.10
0.01 0.00 -0.06
0.03 0.02 -0.06
-0.01 0.06 -0.03
-0.02 -0.01 -0.01
-0.03 0.02 0.02
-0.01 0.00 0.03
0.00 -0.01 0.01
0.03 -0.02 0.01
0.02 0.00 -0.01

(2)
A 2-piece molecular cluster, C19H24Br2F4N2O5 overall, computed with ωB97M-V/def2-TZVPD.

Gap between HOMO and LUMO, eV: 3.253
Energy above the lowest of the compared OMol25 structures with the same formula, charge and spin, kJ/mol: 0.0
LUMO energy, eV: -1.81
Net charge: 0

Atoms and positions in Å:
1 C 5.21830 3.40135 1.56688
2 C 4.61898 3.61814 0.55755
3 C 3.97381 3.98264 -0.70165
4 C 3.10577 2.80966 -1.22212
5 C 1.57671 3.05964 -1.08530
6 C 0.94385 1.78414 -0.59681
7 C 0.35167 0.85819 -1.43891
8 O 0.31137 1.16035 -2.75842
9 C -0.17612 -0.32101 -0.90922
10 C -0.82543 -1.33588 -1.79698
11 C -2.36719 -1.19700 -1.67265
12 C -2.82563 0.24194 -1.56627
13 O -2.91554 0.61398 -0.19688
14 C -3.15615 2.01026 -0.06329
15 N -0.08611 -0.54397 0.41595
16 C -0.59599 -1.79964 1.02838
17 C 0.47961 -2.91125 0.97484
18 C 1.15965 -3.22913 2.30300
19 F 0.38711 -2.93945 3.36800
20 Br 1.44145 -5.17469 2.36737
21 C 2.56806 -2.51025 2.47025
22 F 2.74574 -1.58482 1.51086
23 F 3.57488 -3.37313 2.39379
24 Br 2.76911 -1.60891 4.18973
25 C 0.46700 0.36330 1.24674
26 O 0.53955 0.11002 2.57897
27 N -0.41466 0.94671 3.37508
28 O -1.44057 1.02994 2.87424
29 C 0.99321 1.53213 0.76559
30 F 1.56466 2.41255 1.57740
31 H 5.71807 3.49323 2.49827
32 H 4.78322 4.15130 -1.40873
33 H 3.40979 4.89511 -0.52908
34 H 3.32750 2.52426 -2.24719
35 H 3.34453 1.94698 -0.60490
36 H 1.13941 3.36497 -2.02958
37 H 1.36588 3.81982 -0.33744
38 H 0.45122 0.37392 -3.29792
39 H -0.49398 -2.33105 -1.50848
40 H -0.57193 -1.17956 -2.84069
41 H -2.74368 -1.68433 -0.77570
42 H -2.87510 -1.69226 -2.49844
43 H -3.82219 0.26479 -2.01745
44 H -2.21180 0.93761 -2.15270
45 H -3.77901 2.13655 0.81945
46 H -3.67052 2.37507 -0.95005
47 H -2.22848 2.56745 0.11432
48 H -1.43638 -2.14644 0.44474
49 H -0.97773 -1.60385 2.01948
50 H 0.00015 -3.80742 0.59704
51 H 1.20477 -2.63552 0.21402
52 C -4.79631 -3.41310 -1.03703
53 O -5.00554 -2.43815 -1.92684
54 H -5.49245 -3.44448 -0.15890
55 H -4.85460 -4.46382 -1.42378
56 H -3.77195 -3.41690 -0.51854

Atomic forces in eV per Å
0.09 0.44 0.49
-0.07 0.37 -0.30
0.31 -0.98 -0.08
-0.56 0.25 0.41
0.17 -0.49 0.00
0.04 1.02 -0.15
0.15 -0.15 0.61
0.16 0.01 -0.03
0.34 -0.37 -0.81
-0.54 0.12 0.61
0.16 0.21 0.11
-0.85 -0.50 -0.65
0.62 0.50 -0.13
-0.08 -0.61 0.39
-0.24 0.24 0.51
0.29 -0.56 -0.49
-0.63 0.46 -0.07
0.87 -0.65 -0.19
-0.39 0.27 -0.07
-0.01 0.21 0.05
-0.15 0.08 1.07
-0.06 0.03 -0.29
0.21 -0.01 -0.45
-0.07 -0.14 -0.14
0.19 0.00 1.02
0.60 -0.26 -1.02
-1.09 0.06 0.68
0.38 0.28 0.01
-0.30 -0.36 -0.85
-0.14 -0.19 0.18
0.11 -0.46 0.13
-0.07 0.39 -0.15
-0.09 0.11 -0.31
0.10 0.19 -0.09
0.16 -0.12 -0.06
-0.05 0.03 -0.04
0.13 0.17 -0.02
-0.19 -0.03 -0.02
-0.03 -0.15 -0.19
0.26 0.00 -0.02
-0.14 -0.22 -0.15
-0.15 -0.15 0.06
-0.12 0.08 0.16
0.22 0.09 0.20
-0.16 0.13 -0.03
-0.07 0.27 0.06
0.09 0.02 -0.27
-0.15 0.23 -0.09
0.16 0.15 0.12
-0.12 -0.13 0.20
0.26 -0.12 0.10
-0.13 -0.33 0.19
0.40 0.19 0.03
-0.02 0.19 -0.03
0.05 0.08 -0.16
0.15 0.08 -0.01

(3)
C16H25NO3 in the gas phase, computed with ωB97M-V/def2-TZVPD.

Gap between HOMO and LUMO, eV: 8.683
Energy above the lowest of the compared OMol25 structures with the same formula, charge and spin, kJ/mol: 238.2
LUMO energy, eV: 0.81
Net charge: 0

Atoms and positions in Å:
1 C 5.32490 3.46234 -1.03505
2 O 5.18828 2.10290 -0.70549
3 C 4.08068 1.43665 -1.14980
4 C 3.99446 0.09154 -0.79962
5 C 2.91779 -0.68143 -1.18656
6 C 1.89145 -0.11999 -1.94051
7 O 0.78243 -0.77854 -2.40074
8 C 0.50629 -2.07877 -1.93995
9 C 0.00647 -2.09527 -0.48905
10 O -0.19438 -3.43466 -0.10937
11 C -1.30290 -1.30165 -0.34481
12 N -1.81080 -1.47033 1.00212
13 C -1.13285 -0.67280 2.01535
14 C -1.95946 0.38210 2.76001
15 C -2.74860 1.32513 1.85099
16 C -4.12889 0.77825 1.49475
17 C -4.08334 -0.43050 0.56596
18 C -3.24799 -1.60470 1.10317
19 C 1.98091 1.22340 -2.29388
20 C 3.05893 1.99729 -1.90802
21 H 5.37356 3.61193 -2.11881
22 H 6.26443 3.78156 -0.58639
23 H 4.50633 4.06184 -0.62254
24 H 4.79241 -0.33789 -0.21482
25 H 2.89503 -1.71964 -0.89651
26 H 1.37312 -2.74210 -2.03419
27 H -0.28361 -2.45508 -2.59517
28 H 0.77390 -1.64004 0.15891
29 H -0.81101 -3.40564 0.63740
30 H -2.02733 -1.72443 -1.04465
31 H -1.11831 -0.25419 -0.62357
32 H -0.29031 -0.16612 1.53604
33 H -0.71576 -1.35809 2.76820
34 H -2.64648 -0.10117 3.45713
35 H -1.25230 0.96130 3.35881
36 H -2.18099 1.52367 0.93956
37 H -2.88317 2.27892 2.36707
38 H -4.71013 1.56671 1.00980
39 H -4.65025 0.50700 2.41667
40 H -3.68304 -0.12674 -0.40328
41 H -5.10409 -0.78448 0.40334
42 H -3.52184 -2.50348 0.53767
43 H -3.49685 -1.79012 2.14998
44 H 1.18662 1.65174 -2.88489
45 H 3.08672 3.03359 -2.20525

Atomic forces in eV per Å
0.02 0.17 -0.04
-0.05 -0.28 0.05
-0.04 -0.19 0.04
0.13 0.33 -0.03
-0.20 -0.12 -0.11
0.05 0.32 -0.06
0.08 0.29 -0.04
-0.12 -0.48 0.42
-0.06 0.51 -0.20
0.04 -0.25 -0.16
0.47 -0.18 -0.02
-0.02 0.07 -0.11
0.10 -0.10 0.45
0.15 -0.01 -0.30
-0.20 -0.05 0.26
0.16 0.05 -0.31
0.02 -0.06 0.35
-0.28 -0.03 -0.25
-0.15 -0.37 0.03
0.24 0.13 0.10
-0.02 0.00 0.03
-0.07 0.03 -0.05
0.02 -0.02 -0.03
0.09 -0.06 0.07
-0.03 -0.11 0.03
-0.04 0.04 -0.05
0.09 -0.03 0.07
-0.12 0.00 -0.12
-0.02 0.11 0.02
-0.01 0.01 -0.05
-0.09 -0.03 0.00
0.01 -0.04 0.03
0.12 0.20 -0.04
0.00 0.01 0.09
-0.01 -0.07 0.07
0.05 0.09 -0.07
0.05 0.03 -0.06
-0.07 0.00 0.07
-0.05 0.03 0.04
-0.04 -0.02 -0.10
-0.01 -0.02 -0.09
-0.04 0.03 0.13
-0.09 -0.09 0.00
-0.10 0.05 -0.07
0.03 0.10 -0.01

(4)
A 2-piece molecular cluster, C2H5NO2 overall, computed with ωB97M-V/def2-TZVPD.

Gap between HOMO and LUMO (alpha / beta), eV: 3.988 / 3.174
LUMO energy (alpha / beta), eV: 5.65 / 4.84
Multiplicity: 3
Net charge: -2

Atoms and positions in Å:
1 C 0.19875 -0.14785 0.53849
2 C -0.73565 -0.58345 1.57720
3 N -2.35208 -0.36465 0.99352
4 O -2.49186 -0.39511 -0.25646
5 O -3.38949 -0.18463 1.75076
6 H 1.13297 -0.70240 0.62122
7 H -0.27867 -0.57455 -0.51060
8 H 0.45741 0.94468 0.43326
9 H 8.27990 2.12189 -7.66838
10 H -0.82128 -0.11392 2.52097

Atomic forces in eV per Å
-0.28 -1.33 -2.93
-3.99 1.40 -1.71
1.77 -0.61 1.11
0.53 -0.22 -1.88
0.79 -0.03 1.27
0.36 0.10 0.20
0.93 1.47 2.47
-0.58 -0.90 0.24
0.06 0.01 -0.04
0.43 0.10 1.26

(5)
C6H9N in the gas phase, computed with ωB97M-V/def2-TZVPD.

Gap between HOMO and LUMO, eV: 10.244
Energy above the lowest of the compared OMol25 structures with the same formula, charge and spin, kJ/mol: 344.3
LUMO energy, eV: 1.06
Net charge: 0

Atoms and positions in Å:
1 C 2.91144 0.55919 1.87253
2 C 1.64362 0.71800 1.17409
3 C 0.72691 0.34040 0.48991
4 C -0.09066 -0.59924 -0.27998
5 C -1.54005 -0.24446 -0.44347
6 C -1.99372 0.48978 -1.63894
7 N -2.21220 -0.95480 -1.52245
8 H 3.03756 0.93996 2.88457
9 H 3.77131 0.86352 1.25398
10 H 2.75195 -0.52535 1.98728
11 H -0.00232 -1.57985 0.21159
12 H 0.35860 -0.71994 -1.27242
13 H -2.08285 -0.07818 0.48680
14 H -1.26084 0.78162 -2.38854
15 H -2.84232 1.16125 -1.53906
16 H -3.17643 -1.15190 -1.27589

Atomic forces in eV per Å
-0.11 -0.50 0.17
-0.65 0.30 -0.50
0.44 -0.02 0.31
-0.03 -0.06 -0.14
0.02 0.09 0.17
-0.02 0.30 -0.09
-0.24 -0.16 -0.03
-0.35 0.43 -0.14
-0.32 -0.44 0.28
1.45 0.02 0.15
-0.09 0.16 -0.08
-0.14 0.03 0.05
0.03 -0.02 -0.17
-0.13 -0.05 0.12
0.08 -0.11 -0.03
0.05 0.03 -0.05

(6)
A 2-piece molecular cluster, C9H17N4 overall, computed with ωB97M-V/def2-TZVPD.

Gap between HOMO and LUMO, eV: 9.534
Energy above the lowest of the compared OMol25 structures with the same formula, charge and spin, kJ/mol: 444.5
LUMO energy, eV: -3.33
Net charge: +1

Atoms and positions in Å:
1 C 2.20417 -2.87413 -0.04882
2 C -1.31634 -0.25981 -0.20890
3 C 2.47887 0.49675 -0.21432
4 C -3.70214 0.00141 -1.09744
5 C -2.97963 -2.12640 0.23576
6 C 1.40102 2.56569 -0.55833
7 C 2.93277 2.35503 1.32573
8 C -2.76672 -0.66537 0.02316
9 C 2.73764 1.84448 -0.07984
10 N 2.20360 -1.84028 -0.69147
11 N 2.47010 -0.65133 -0.36062
12 N -0.24757 -0.55274 0.46543
13 N 2.35191 -3.92133 0.41839
14 H -1.16143 0.53001 -0.98725
15 H -3.29547 -0.33858 -2.14907
16 H -3.37127 1.04852 -1.11699
17 H -4.77470 -0.31461 -1.07489
18 H -3.93030 -2.13069 0.82126
19 H -2.15107 -2.63023 0.81646
20 H -3.11459 -2.51196 -0.77872
21 H 1.11306 2.16307 -1.55570
22 H 1.64993 3.67965 -0.36956
23 H 0.59524 2.20270 0.12188
24 H 3.83756 1.81198 1.71794
25 H 2.01766 2.10190 1.86604
26 H 3.13330 3.39596 1.24739
27 H -3.02302 -0.05544 0.89382
28 H 3.36399 2.13134 -0.95051
29 H -0.44735 -0.85491 1.41600
30 H 1.79079 -4.60070 0.87316

Atomic forces in eV per Å
0.15 1.29 0.20
1.02 0.53 0.34
0.54 -4.23 -0.26
2.49 -1.82 -1.71
-0.48 -0.08 0.85
-0.17 -0.13 0.79
1.97 -2.15 0.07
0.09 2.46 -0.62
-1.96 3.04 -1.84
-0.49 0.07 -2.21
0.10 2.92 0.92
-1.40 1.61 -0.49
0.47 -2.28 0.85
-0.01 -1.11 -0.14
-0.83 0.21 1.81
-1.26 0.06 0.23
0.95 0.89 0.37
0.65 -0.90 -0.55
-1.00 0.48 -0.74
0.00 -0.74 0.43
0.29 1.21 0.35
-0.98 -1.79 -1.04
0.45 0.67 -0.35
-0.96 0.81 0.30
0.36 0.29 0.28
0.03 0.84 0.35
-0.07 -0.34 0.53
0.74 -0.17 1.11
-0.35 -1.18 -0.18
-0.36 -0.48 0.35

Electronic energy for the records above, in order: -3462.341033; -6771.235136; -905.111807; -284.083163; -288.650921; -571.723642 Eh